No. 1
C5H4Br2O3 | the ωB97M-V functional and the def2-TZVPD basis

Each line ends with the Mulliken charge.
Cartesian coordinates (Å):
O1 -1.43610 -2.63309 -0.19342  -0.51
C1 -0.99402 -1.56166 0.05105  0.38
C2 -1.02756 -0.83513 1.37967  -0.23
C3 -0.37639 0.34714 1.12691  -0.41
Br1 0.19521 1.62157 2.38092  -0.05
C4 -0.07885 0.50272 -0.36768  1.05
O2 -0.65266 1.59373 -0.93354  -0.52
C5 1.65281 0.60559 -0.58921  -0.82
Br2 2.14395 -0.75084 -1.89222  -0.14
O3 -0.55995 -0.67268 -0.92910  -0.36
H1 -1.21647 -1.34372 2.36293  0.38
H2 -1.36790 1.28401 -1.56991  0.39
H3 2.02934 0.25136 0.38318  0.45
H4 1.68859 1.59100 -1.20959  0.38

Cartesian forces, eV/Å:
0.443 -0.375 -0.335
-1.515 1.042 0.763
2.411 1.071 -0.308
-1.161 -1.705 0.660
-0.240 -0.203 -0.380
2.898 -0.578 0.816
-1.613 0.268 -1.639
-3.875 0.072 -1.401
0.312 0.108 0.133
-0.396 -0.802 0.257
-0.037 0.769 -1.329
1.260 0.527 1.191
0.681 1.265 -0.627
0.831 -1.457 2.199

Properties
SMILES: O=C1C=C(Br)[C@@](O)(CBr)O1
HOMO energy: -9.96 eV
Relative energy (zero: lowest compared OMol25 entry of this formula, charge and spin): 0.4743 eV
Max |F|: 4.1 eV Å⁻¹
E_tot: -5566.629709 Ha
Kohn-Sham gap: 9.754 eV
E_LUMO: -0.210 eV

---

No. 2
C5H4Br4 | the ωB97M-V functional and the def2-TZVPD basis

Each line ends with the Mulliken charge.
Cartesian coordinates (Å):
C1 0.93489 -0.05939 -1.20023  -0.44
C2 0.98529 1.01132 -0.43694  -0.40
C3 -0.12274 -1.05872 -0.67154  -0.65
C4 -0.24829 0.89067 0.69532  0.06
C5 -0.54682 -0.54718 0.71753  -0.20
Br1 -1.72587 1.66857 -0.39903  -0.04
Br2 -0.25947 1.86626 2.33539  0.04
Br3 -2.29901 -1.16785 1.10741  0.05
Br4 0.56870 -1.27044 2.15823  -0.03
H1 1.57876 -0.12287 -2.01144  0.50
H2 1.67089 1.85331 -0.34155  0.43
H3 -1.09631 -1.12824 -1.28889  0.37
H4 0.55998 -1.93545 -0.66426  0.30

Cartesian forces, eV/Å:
-1.943 1.030 2.055
-1.342 0.099 3.242
0.750 0.001 -1.775
0.566 2.274 -2.863
1.123 -1.782 0.277
-0.197 0.563 -0.072
0.380 0.068 -0.069
-0.790 -0.029 0.276
0.564 -0.537 -0.159
0.845 -0.834 -1.486
-0.325 -0.226 -0.377
1.933 -0.234 0.594
-1.565 -0.394 0.359

Properties
HOMO energy: -9.62 eV
Relative energy (zero: lowest compared OMol25 entry of this formula, charge and spin): 0.5108 eV
Max |F|: 3.7 eV Å⁻¹
E_tot: -10488.915982 Ha
Kohn-Sham gap: 9.868 eV
E_LUMO: 0.250 eV

---

No. 3
C5H4BrFO5 | the ωB97M-V functional and the def2-TZVPD basis

Each line ends with the Mulliken charge.
Cartesian coordinates (Å):
O1 2.98467 -1.83011 -0.48052  -0.38
C1 3.20085 -0.69516 -0.37919  0.54
F1 4.28743 -0.17955 -1.00428  -0.24
C2 2.23512 0.23190 0.42006  -0.43
O2 0.92372 -0.28049 0.18042  -0.22
C3 0.00428 0.68676 0.06783  0.65
O3 0.08596 1.77260 0.52488  -0.49
O4 -1.08514 0.35085 -0.68360  -0.28
C4 -2.31127 0.45478 0.05233  -0.33
C5 -3.19444 -0.75652 -0.39897  0.40
O5 -3.90437 -0.63519 -1.29879  -0.36
Br1 -3.04193 -2.44023 0.61220  -0.17
H1 2.43494 0.19306 1.50476  0.33
H2 2.39665 1.25317 0.02944  0.33
H3 -2.83069 1.36985 -0.29367  0.24
H4 -2.18578 0.50430 1.14709  0.40

Cartesian forces, eV/Å:
-0.208 -2.016 -0.227
-0.510 0.708 0.579
-0.554 0.799 0.653
1.508 0.430 -0.550
-0.232 0.352 -0.924
-0.745 -0.155 -0.696
0.555 1.285 0.956
0.585 -1.495 0.953
-0.626 0.146 -0.127
1.827 0.879 1.883
-1.732 -0.322 -1.923
0.143 0.480 -0.153
0.197 0.031 -0.570
-0.539 -0.351 0.441
0.112 -0.579 0.230
0.218 -0.192 -0.525

Properties
SMILES: O=C(F)COC(=O)OCC(=O)Br
HOMO energy: -10.82 eV
Max |F|: 2.8 eV Å⁻¹
E_tot: -3242.996163 Ha
Kohn-Sham gap: 11.138 eV
E_LUMO: 0.318 eV

---

No. 4
C5H4BrNO3 | the ωB97M-V functional and the def2-TZVPD basis

Each line ends with the Mulliken charge.
Cartesian coordinates (Å):
C1 -1.10331 -0.57024 0.96986  -0.12
C2 -1.69576 -0.31294 -0.30643  -0.28
C3 0.17568 -0.71470 1.13579  -0.44
C4 -0.93219 -0.37835 -1.38319  -0.40
C5 1.03212 -0.50905 -0.09234  0.40
N1 1.47491 1.59392 -0.03536  0.74
O1 2.58263 1.86979 0.27398  -0.55
O2 0.45982 2.21933 -0.15812  -0.53
O3 0.46736 -0.49376 -1.33313  -0.28
Br1 2.78968 -1.08750 -0.26365  -0.04
H1 -1.91757 -0.45764 1.74924  0.26
H2 -2.70722 -0.07613 -0.23789  0.43
H3 0.85216 -0.84128 1.96015  0.41
H4 -1.47832 -0.24145 -2.27893  0.40

Cartesian forces, eV/Å:
-3.663 1.153 1.607
2.008 -0.720 0.774
4.195 0.016 -1.859
0.205 0.547 0.692
-0.688 2.112 -0.326
-1.402 -4.458 0.522
0.931 1.576 0.092
0.072 1.439 -0.137
-2.391 -0.516 0.031
0.298 -0.500 0.462
1.701 -0.679 -0.211
-1.530 0.149 -0.883
-0.662 -0.125 0.829
0.926 0.005 -1.593

Properties
HOMO energy (alpha / beta): -7.99 / -7.99 eV
Relative energy (zero: lowest compared OMol25 entry of this formula, charge and spin): 1.6424 eV
Max |F|: 4.7 eV Å⁻¹
E_tot: -3047.211461 Ha
Kohn-Sham gap (alpha / beta): 7.577 / 7.582 eV
E_LUMO (alpha / beta): -0.409 / -0.408 eV

---

No. 5
C5H4BrNOS2 | the ωB97M-V functional and the def2-TZVPD basis

Each line ends with the Mulliken charge.
Cartesian coordinates (Å):
C1 -0.05606 -0.12870 -0.61918  0.22
C2 0.07964 -0.38347 -2.07037  0.23
C3 0.90121 1.57417 1.24362  0.10
C4 -0.77684 -0.82955 0.26567  0.15
C5 -0.84240 -0.64773 1.75597  -1.33
N1 1.04407 0.48846 -2.37756  -0.43
O1 -0.48312 -1.20663 -2.72935  -0.63
S1 1.24300 2.55715 2.39625  -0.12
S2 1.13597 1.10478 -0.37843  0.33
Br1 1.53141 0.71524 -4.05303  -0.06
H1 -1.37763 -1.62224 0.01360  0.49
H2 -0.07196 -0.06466 2.10839  0.27
H3 -0.74479 -1.53963 2.39417  0.33
H4 -1.58250 -0.01720 2.05024  0.45

Cartesian forces, eV/Å:
-1.443 -1.658 1.556
0.926 0.603 0.091
0.944 1.227 0.059
1.427 1.727 1.430
1.598 -1.859 -0.890
-0.264 0.361 1.474
-1.140 -1.117 -0.733
-0.502 -0.835 -0.632
0.322 0.666 0.478
0.695 0.245 -1.805
-1.225 -1.659 -1.689
2.466 1.129 0.577
-0.659 -0.030 -0.668
-3.145 1.200 0.752

Properties
HOMO energy: -8.33 eV
Relative energy (zero: lowest compared OMol25 entry of this formula, charge and spin): 0.7645 eV
Max |F|: 3.4 eV Å⁻¹
E_tot: -3693.131676 Ha
Kohn-Sham gap: 6.148 eV
E_LUMO: -2.184 eV

---

No. 6
C5H4Cl3N4 | the ωB97M-V functional and the def2-TZVPD basis

Each line ends with the Mulliken charge.
Cartesian coordinates (Å):
C1 -0.94748 -1.39614 -1.11366  -0.03
C2 -2.15190 -0.20992 0.58664  0.37
C3 -2.26435 1.13091 -0.16136  0.37
C4 -0.09498 2.01942 0.32870  -0.46
C5 1.03252 -0.19431 -0.52866  -0.06
N1 -1.60088 -1.17772 -0.01061  -0.30
N2 -1.39002 2.07096 -0.17179  -0.33
N3 0.79208 0.88164 0.09979  -0.14
N4 0.25040 -0.90811 -1.42262  0.03
Cl1 -3.75982 1.34358 -1.05621  -0.08
Cl2 -2.90971 -0.40583 2.08502  -0.04
Cl3 2.24261 1.13593 1.16199  0.00
H1 -1.42284 -2.03466 -1.74816  0.51
H2 0.32790 2.82062 -0.38260  0.37
H3 0.10115 2.40167 1.32939  0.44
H4 0.62562 -1.05150 -2.44200  0.35

Cartesian forces, eV/Å:
1.829 2.104 -0.132
-0.098 0.175 -1.545
0.668 1.500 0.550
1.821 3.039 -1.988
1.106 -0.094 -0.380
-0.032 0.122 1.946
-3.616 -2.720 -0.329
1.399 -2.042 0.952
-2.055 0.359 -2.084
0.873 -0.283 0.754
0.252 0.284 -0.179
-0.453 0.739 0.080
-0.904 -1.861 -2.063
0.398 -0.959 1.420
-0.597 -0.256 0.124
-0.591 -0.107 2.872

Properties
Total charge: +1
HOMO energy (alpha / beta): -12.61 / -12.60 eV
Relative energy (zero: lowest compared OMol25 entry of this formula, charge and spin): 3.3508 eV
Max |F|: 4.5 eV Å⁻¹
E_tot: -1792.061822 Ha
Kohn-Sham gap (alpha / beta): 7.435 / 7.434 eV
E_LUMO (alpha / beta): -5.170 / -5.170 eV